# C30H28BClF41NO10P

A 6-piece molecular cluster, C30H28BClF41NO10P overall in a non-equilibrium geometry (ωB97M-V/def2-TZVPD, the Open Molecules 2025 dataset).

## Properties
Net charge   -1
Kohn-Sham gap   7.6 eV
Total energy   -6887.96310 Eh
E_LUMO   0.0650 hartree

The geometry in XYZ format:
```
113
Properties=species:S:1:pos:R:3:forces:R:3
O -4.1403 -0.9783 -6.0215 -1.852 7.897 2.871
C -4.4825 0.2166 -5.5162 1.677 -5.023 -2.223
O -3.7545 1.4633 -5.8009 -1.139 -3.286 1.500
C -2.8737 1.8635 -4.6921 1.103 1.511 1.566
C -3.6383 2.1491 -3.2673 -0.117 1.504 -0.492
B -2.7846 1.5958 -1.9514 -1.319 -0.761 -0.451
Cl -3.6332 2.2705 -0.4054 0.042 -0.120 0.237
P -0.9884 2.2655 -1.9237 1.750 4.495 -2.543
O -0.8177 3.5515 -2.8784 -0.463 -3.205 2.161
C -2.9069 -0.0491 -1.8421 -5.851 -2.764 -3.342
O -3.9760 -0.6611 -2.4199 6.338 3.119 3.657
N -1.9379 -0.9584 -1.1025 0.393 -1.772 -2.955
C -1.3262 -1.8264 -2.2184 -3.236 -5.618 -0.099
O -1.8012 -3.0779 -2.4111 4.415 8.750 0.826
F -0.2511 -1.2061 -3.0542 -3.384 -1.869 2.715
H -5.4708 0.2272 -4.8478 2.341 0.534 -1.364
H -1.9722 1.1204 -4.4949 -1.990 1.062 -0.823
H -2.3653 2.8937 -5.0056 -1.200 -2.449 0.449
H -4.7457 1.7725 -3.2146 2.177 0.486 -0.244
H -3.6925 3.3344 -3.1361 0.055 -2.516 -0.368
H 0.0000 1.2866 -2.3562 -0.541 0.293 0.739
H -0.5956 2.7441 -0.5928 -0.206 -1.059 -0.715
H -2.5685 -1.6473 -0.5920 1.075 0.777 -1.054
C -8.2568 6.0619 1.8444 -0.846 0.536 0.483
C -7.3469 6.4082 0.6562 0.440 0.608 0.641
C -7.0121 5.2370 -0.2610 0.683 -0.578 -0.991
F -6.3451 4.2528 0.3826 -0.241 0.462 -0.415
F -6.2046 5.6400 -1.2775 -0.309 0.305 0.264
F -6.2212 7.0143 1.1169 -0.247 -0.319 -0.222
F -7.9989 7.3584 -0.0883 -0.099 -0.522 -0.064
O -7.5995 5.8253 3.0922 0.942 -1.549 -0.539
C -7.1038 4.5015 3.2805 -1.929 0.744 -0.349
C -5.5757 4.4507 3.3989 0.981 0.234 -0.303
F -4.9706 4.9519 2.2915 -0.377 -0.078 0.687
F -5.1376 3.1695 3.5323 -0.481 0.072 0.104
F -7.5863 3.7006 2.3005 0.410 -0.114 0.915
F -7.6687 4.0565 4.4364 0.665 0.132 -0.226
H -8.8746 6.9491 2.0301 0.363 -0.045 -0.035
H -8.9793 5.2728 1.6049 0.403 0.032 -0.095
H -7.9161 4.8110 -0.7068 -0.107 0.105 0.126
H -5.2284 5.0244 4.2622 -0.255 0.022 0.043
C -0.0307 6.0528 5.2072 0.801 -0.021 -0.807
C -0.9562 7.1119 5.8244 -0.385 -0.052 -1.042
C -1.2061 6.9554 7.3204 -0.363 0.359 0.883
F -1.8077 5.7829 7.6225 0.080 0.537 0.076
F -2.0342 7.9338 7.7729 0.150 0.089 -0.291
F -2.1228 7.1467 5.1282 0.233 -0.043 0.453
F -0.3669 8.3334 5.6172 0.078 -0.347 0.508
O -0.6764 4.9578 4.5521 -0.854 -0.695 1.661
C -1.0816 3.8887 5.4044 1.843 0.873 -0.739
C -2.6033 3.7016 5.4398 -0.869 -0.169 -0.187
F -3.2358 4.8222 5.8735 0.221 -0.262 -0.284
F -2.9538 2.7041 6.2962 0.505 0.100 -0.114
F -0.5410 4.0681 6.6333 -0.335 -0.751 -0.317
F -0.4934 2.7699 4.8989 -0.688 0.362 0.177
H 0.5243 6.5558 4.4058 -0.369 -0.024 0.079
H 0.7451 5.7144 5.9042 -0.382 0.080 0.060
H -0.2731 7.0244 7.8880 0.076 -0.018 -0.174
H -2.9931 3.4563 4.4485 0.302 -0.036 -0.014
C -0.4078 -0.4437 5.7787 0.295 1.071 0.389
C -1.1778 -0.8504 4.5133 0.877 0.397 -0.520
C -2.2166 -1.9479 4.7166 -0.881 -0.520 -0.464
F -1.6660 -3.1051 5.1475 -0.326 0.228 -0.257
F -2.8418 -2.2389 3.5452 0.193 0.324 0.074
F -0.2914 -1.1816 3.5377 -0.380 -0.132 0.310
F -1.8260 0.2696 4.0575 -0.206 -0.492 0.439
O 0.8801 -1.0410 5.9508 -0.564 -1.926 0.233
C 0.8784 -2.3349 6.5503 -0.584 2.055 0.571
C 1.4021 -3.4264 5.6088 0.134 -0.650 -0.799
F 0.6592 -3.5086 4.4752 0.462 0.219 0.511
F 1.3434 -4.6510 6.1988 -0.047 0.458 0.270
F -0.3584 -2.6011 7.0342 0.865 -0.407 0.172
F 1.6909 -2.2390 7.6384 -0.002 -0.400 -0.600
H -0.1960 0.6282 5.6811 0.033 -0.361 -0.220
H -1.0195 -0.5185 6.6855 0.031 -0.237 -0.316
H -2.9845 -1.6398 5.4326 0.124 0.148 0.035
H 2.4385 -3.2332 5.3200 -0.058 0.184 0.170
C 3.5021 -3.0004 -4.6330 -0.244 0.147 -1.099
C 3.1963 -4.1019 -3.6069 0.371 -0.280 -0.630
C 2.7553 -3.6003 -2.2362 -0.572 -0.046 0.924
F 3.7036 -2.8489 -1.6328 -0.328 -0.383 0.023
F 2.5100 -4.6437 -1.4002 0.048 -0.170 -0.316
F 4.2677 -4.9322 -3.5096 -0.089 0.060 0.233
F 2.1828 -4.8672 -4.1259 0.074 0.485 0.388
O 4.8801 -2.6515 -4.7896 0.323 0.645 1.807
C 5.3814 -1.7044 -3.8488 -1.585 0.124 -1.520
C 6.4763 -2.2862 -2.9462 0.588 -0.429 0.541
F 6.0270 -3.3548 -2.2391 0.072 0.486 -0.380
F 6.8973 -1.3687 -2.0341 -0.292 0.120 -0.382
F 4.3465 -1.1757 -3.1529 0.961 0.227 -0.151
F 5.8922 -0.6827 -4.5894 0.276 -0.525 0.509
H 3.2134 -3.4010 -5.6125 0.198 -0.129 0.280
H 2.8670 -2.1163 -4.5029 0.164 -0.255 0.276
H 1.8362 -3.0106 -2.3062 0.038 -0.018 -0.226
H 7.3401 -2.6089 -3.5332 -0.228 0.167 -0.133
C 8.0390 -8.2014 -5.1191 0.323 -1.063 0.134
C 8.4130 -6.8797 -4.4316 0.800 -0.151 -0.487
C 7.2418 -5.9428 -4.1572 -0.638 0.780 0.394
F 6.6168 -5.5534 -5.2911 0.301 0.056 0.537
F 7.6706 -4.8043 -3.5508 0.505 -0.478 -0.106
F 9.3848 -6.2603 -5.1520 -0.359 0.024 0.174
F 8.9924 -7.1995 -3.2297 -0.558 0.085 -0.106
O 8.2229 -8.2474 -6.5366 -1.270 1.344 -0.417
C 7.1488 -7.7162 -7.3097 0.074 -1.663 1.351
C 7.5548 -6.4781 -8.1185 0.207 0.940 -0.373
F 8.0028 -5.4795 -7.3148 -0.007 -0.574 -0.336
F 6.4949 -5.9741 -8.8068 0.091 -0.526 0.271
F 6.0840 -7.4957 -6.5022 0.177 -0.072 -0.979
F 6.7737 -8.7144 -8.1559 0.300 0.712 -0.043
H 8.7332 -8.9583 -4.7335 0.049 0.338 -0.142
H 7.0482 -8.5646 -4.8217 0.131 0.381 -0.088
H 6.5053 -6.4109 -3.4970 0.092 -0.109 -0.029
H 8.3466 -6.7170 -8.8333 -0.062 -0.226 0.102
```
Forces are in eV/Å.